This record from the Open Molecules 2025 dataset describes a molecular structure, CI6P in a non-equilibrium geometry. The level of theory is the ωB97M-V functional and the def2-TZVPD basis.

XYZ file:
```
8
Properties=species:S:1:pos:R:3:forces:R:3:mulliken_charge:R:1
C -0.712 -0.191 0.129 -0.65 1.02 -0.06 -0.299
P 0.940 -0.675 0.416 0.23 -0.25 -0.82 -0.271
I -1.898 0.492 1.822 0.77 -0.60 -0.59 0.231
I -2.974 1.963 -2.424 0.60 -0.45 0.46 0.106
I -0.559 1.486 -1.232 -0.26 0.08 -0.14 0.526
I 0.738 -2.745 1.557 0.13 0.29 0.26 0.243
I 2.041 -1.300 -1.738 -0.57 0.43 1.00 0.231
I 2.423 0.969 1.470 -0.26 -0.53 -0.11 0.233
```
Positions in Å, forces in eV/Å.

The calculation puts the highest occupied orbital energy (alpha / beta) at -12.23 / -12.23 eV. As for the total charge: +1. The calculation puts the LUMO energy (alpha / beta) at -6.485 / -6.484 eV. Its spin multiplicity is 1.